# 1
Molecular formula: C35H42AlClN3O8P2S
Method: DFT, ωB97M-V/def2-TZVPD

Output
HOMO level = -3.4 eV
lowest unoccupied orbital energy = 2.2451 eV
net charge = -1
ΔE to the lowest compared entry with this formula, charge and spin = 314.3 kJ/mol
molecular weight = 789.18 g/mol

```
93
Properties=species:S:1:pos:R:3:forces:R:3:mulliken_charge:R:1
Al -0.056 -0.947 -0.609 0.02 -0.12 0.16 0.0942
C -2.095 -2.937 3.699 0.01 -0.04 0.03 -1.7422
C -1.108 -3.123 2.548 -0.02 -0.10 0.03 0.9008
C 0.306 -2.800 3.015 -0.06 -0.02 0.03 -1.5643
P -1.557 -2.262 0.962 0.06 0.06 -0.18 1.1841
C -2.595 -3.506 0.023 -0.04 -0.03 0.05 0.7358
C -3.736 -2.867 -0.773 0.01 -0.02 0.00 -1.7296
C -3.151 -4.673 0.839 -0.01 -0.05 0.00 -1.3999
C -2.669 -0.872 1.270 -0.04 -0.08 0.05 -0.3120
C -3.927 -1.050 1.853 -0.03 -0.03 -0.03 -0.1728
C -4.907 -0.082 1.807 -0.01 0.01 -0.01 -1.0289
C -4.640 1.075 1.081 -0.01 0.01 0.00 -0.8386
C -3.407 1.277 0.503 0.03 0.00 -0.01 -0.5112
C -2.348 0.352 0.642 0.02 0.07 0.02 0.3122
N -1.072 0.612 0.122 0.00 -0.09 0.01 0.8292
C -0.781 1.960 -0.026 0.02 0.04 0.00 -0.7745
C -1.109 2.862 1.014 -0.03 0.00 0.00 0.2156
C -1.052 4.227 0.872 0.00 0.01 0.00 -1.0857
C -0.653 4.796 -0.338 0.01 -0.05 -0.01 -1.0592
C -0.198 3.947 -1.322 -0.02 0.03 0.01 -0.5547
C -0.191 2.552 -1.166 0.02 0.05 0.02 0.0384
P 0.893 1.737 -2.317 -0.04 -0.23 0.10 0.5096
C 2.539 2.483 -2.058 -0.03 0.02 -0.03 0.7430
C 2.847 2.427 -0.553 0.02 -0.01 -0.03 -1.5139
C 2.786 3.902 -2.575 0.03 0.02 -0.02 -1.7548
C 0.280 1.657 -4.023 0.04 -0.11 0.00 0.8571
C 0.846 2.646 -5.033 0.00 0.05 0.01 -1.7354
C -1.249 1.643 -4.005 -0.04 0.01 -0.01 -1.1072
H -1.698 -3.427 4.591 0.00 -0.01 0.00 0.5039
H -3.073 -3.369 3.493 0.01 0.00 0.01 0.2641
H -2.230 -1.880 3.932 0.01 0.01 0.01 0.2966
H -1.118 -4.176 2.254 0.04 0.07 0.02 0.3539
H 0.365 -1.791 3.427 0.00 -0.02 -0.03 0.2085
H 1.029 -2.876 2.208 -0.04 -0.04 0.03 0.1918
H 0.594 -3.499 3.805 0.00 0.02 0.03 0.6004
H -1.885 -3.903 -0.706 0.02 0.00 -0.02 0.4648
H -4.586 -2.638 -0.127 -0.01 0.01 0.04 0.4413
H -4.059 -3.579 -1.533 0.00 0.01 0.00 0.5009
H -3.429 -1.961 -1.285 0.04 0.05 -0.03 0.1405
H -3.799 -4.338 1.653 -0.01 0.01 -0.02 0.1464
H -2.380 -5.319 1.257 -0.02 0.01 0.00 0.3981
H -3.760 -5.292 0.176 0.00 -0.01 0.00 0.4566
H -4.148 -1.997 2.328 -0.01 0.02 -0.03 0.3269
H -5.871 -0.245 2.269 0.00 0.00 0.00 0.4079
H -5.411 1.825 0.946 0.00 0.00 0.00 0.3810
H -3.252 2.174 -0.079 0.02 0.02 -0.01 0.4786
H -1.465 2.437 1.944 0.00 0.00 0.00 0.7630
H -1.334 4.858 1.705 0.00 0.01 0.00 0.4362
H -0.656 5.867 -0.488 0.00 0.01 0.00 0.4359
H 0.179 4.367 -2.248 0.00 0.00 0.00 0.5673
H 3.190 1.788 -2.597 0.02 0.01 0.01 0.7750
H 2.264 3.179 -0.017 0.00 0.00 0.00 0.2819
H 3.905 2.652 -0.410 0.02 -0.02 0.01 0.5780
H 2.642 1.451 -0.116 -0.02 0.00 0.02 -0.1698
H 2.287 4.642 -1.950 0.02 0.00 -0.01 0.4250
H 2.489 4.056 -3.610 0.00 0.00 0.02 0.2795
H 3.858 4.094 -2.507 0.00 0.01 0.00 0.5106
H 0.617 0.643 -4.282 -0.02 0.01 0.00 0.1735
H 0.544 3.675 -4.822 0.01 -0.01 0.00 0.3163
H 0.455 2.386 -6.018 -0.02 0.00 0.00 0.4629
H 1.933 2.598 -5.091 0.01 0.00 0.00 0.4186
H -1.650 2.622 -3.729 0.00 -0.01 -0.01 0.3027
H -1.631 0.891 -3.315 0.00 -0.03 0.03 0.0397
H -1.604 1.386 -5.003 -0.01 0.00 0.00 0.4877
O 4.911 -2.208 -2.332 0.02 -0.02 -0.02 -0.6312
C 4.830 -2.486 -1.028 0.04 0.03 0.00 0.5112
O 5.627 -3.234 -0.517 -0.01 0.00 0.00 -0.6539
C 3.750 -1.812 -0.266 -0.05 0.00 -0.03 -0.7051
C 3.502 -1.927 1.053 0.14 -0.11 -0.02 0.0624
Cl 4.273 -2.997 2.152 -0.04 0.06 0.06 -0.1692
N 2.374 -1.196 1.445 -0.20 -0.18 -0.15 0.5532
N 1.684 -0.838 0.246 -0.05 0.24 -0.15 0.4899
C 2.673 -0.970 -0.774 0.04 0.15 0.03 -0.1652
C 2.498 -0.454 -1.993 0.38 -0.28 -0.02 1.0825
O 2.991 -0.404 -3.125 -0.06 0.07 0.09 -1.0322
O 1.033 0.247 -1.844 -0.23 0.31 -0.18 0.2214
C 2.323 -0.302 2.515 0.14 0.17 0.10 -0.0875
C 3.287 -0.260 3.533 -0.03 0.00 -0.10 -1.1495
C 3.135 0.602 4.607 -0.01 0.03 0.05 -0.7093
C 2.042 1.451 4.706 0.05 -0.03 -0.01 -0.9346
C 1.104 1.430 3.685 -0.03 0.03 0.00 -0.7118
C 1.235 0.574 2.604 0.03 -0.01 0.06 1.3070
H 4.219 -1.592 -2.666 -0.03 0.00 0.01 0.2692
H 4.165 -0.881 3.491 0.02 -0.06 -0.03 0.4269
H 3.901 0.610 5.373 0.00 0.01 0.01 0.3774
H 1.932 2.118 5.551 0.00 0.01 0.00 0.4135
H 0.246 2.092 3.722 0.00 0.01 0.01 0.3637
H 0.491 0.574 1.824 -0.03 -0.04 -0.05 -0.0112
O -1.430 -1.039 -1.966 -0.07 0.02 0.00 -0.4013
S -0.724 -2.144 -2.784 0.13 0.14 0.09 1.1450
O -1.578 -3.285 -2.991 -0.06 -0.08 0.06 -0.7529
O 0.363 -2.429 -1.737 -0.03 -0.02 -0.02 -0.5817
O -0.167 -1.573 -3.988 0.00 0.02 -0.07 -0.7075
```
Positions in Å, forces in eV/Å.

***

# 2
Molecular formula: C35H42AuBF5N3O2
Method: DFT, ωB97M-V/def2-TZVPD

Output
HOMO level = -8.0 eV
lowest unoccupied orbital energy = 0.4351 eV
ΔE to the lowest compared entry with this formula, charge and spin = 0.0 kJ/mol
molecular weight = 839.51 g/mol

```
89
Properties=species:S:1:pos:R:3:forces:R:3:mulliken_charge:R:1
Au 0.379 -0.084 1.616 -0.41 0.13 0.01 0.3484
N -3.744 -1.816 2.454 -0.12 -0.03 0.06 -0.3383
C -2.640 -1.372 1.805 -0.17 0.15 0.01 -0.2707
O -1.711 -2.110 1.554 0.30 -0.09 -0.02 -0.5102
C -2.681 0.086 1.371 0.03 0.01 0.06 1.2972
C -1.437 0.885 1.737 0.06 -0.22 0.03 -2.1372
H -3.758 -2.773 2.764 0.00 0.00 0.00 0.2886
H -4.490 -1.201 2.723 0.00 0.00 -0.01 0.1959
H -3.560 0.577 1.800 -0.01 0.01 -0.02 1.0462
H -2.818 0.076 0.289 0.00 0.01 0.00 -0.9648
H -1.400 1.048 2.822 0.03 -0.06 0.02 1.0295
H -1.468 1.871 1.290 0.05 0.01 -0.09 -0.0337
C 3.664 2.489 -0.975 -0.01 0.00 0.01 -1.6703
C 2.784 2.136 0.230 -0.01 0.01 -0.02 2.4973
C 3.634 1.974 1.489 -0.04 0.00 0.02 -1.9989
C 1.684 3.175 0.372 0.06 -0.01 0.04 0.1425
C 1.946 4.362 1.051 0.00 0.00 -0.01 -0.6870
C 1.006 5.374 1.104 -0.03 -0.01 -0.02 -1.4843
C -0.204 5.220 0.450 -0.01 -0.01 0.03 -1.2290
C -0.523 4.052 -0.240 0.05 0.08 -0.08 0.3210
C -1.839 4.066 -1.017 -0.01 -0.05 0.03 0.7032
C -1.630 4.225 -2.529 -0.03 0.01 -0.03 -1.6512
C -2.811 2.917 -0.744 0.05 -0.01 -0.02 -1.4421
C 0.433 3.023 -0.242 -0.03 0.01 -0.01 0.4315
N 0.138 1.778 -0.881 0.27 -0.06 0.00 0.8196
B -0.092 0.496 -0.297 -0.01 -0.04 0.08 2.0256
N -0.275 -0.411 -1.384 -0.06 0.02 -0.10 0.7019
C -0.022 0.308 -2.559 -0.01 0.20 -0.01 -1.3637
C 0.241 1.594 -2.263 -0.11 -0.15 -0.04 -1.4278
C -0.691 -1.782 -1.493 0.01 -0.01 0.00 0.6031
C 0.240 -2.800 -1.275 0.01 -0.02 0.00 0.1959
C -0.173 -4.115 -1.461 0.00 -0.02 0.04 -0.4851
C -1.464 -4.412 -1.858 -0.01 0.01 -0.01 -1.6404
C -2.368 -3.388 -2.080 0.01 -0.02 0.01 -0.5792
C -2.002 -2.059 -1.902 0.01 0.03 0.01 0.9325
C -3.018 -0.969 -2.197 0.00 -0.02 0.02 1.3274
C -3.198 -0.778 -3.705 0.01 0.00 -0.02 -1.6278
C -4.377 -1.251 -1.550 0.03 0.01 0.01 -1.6583
C 1.684 -2.510 -0.919 0.00 0.02 -0.01 2.5197
C 2.548 -2.530 -2.183 -0.01 0.02 0.00 -1.7057
C 2.231 -3.472 0.132 0.01 0.00 -0.01 -2.1254
H 4.434 1.729 -1.118 0.00 0.00 0.00 0.4050
H 4.158 3.451 -0.818 0.00 0.00 0.00 0.3561
H 3.075 2.556 -1.891 0.00 0.00 0.00 0.3308
H 2.325 1.169 0.021 0.01 -0.01 0.02 -0.9108
H 4.242 2.860 1.681 0.00 0.00 0.01 0.5389
H 4.309 1.126 1.372 -0.01 -0.01 -0.01 0.4166
H 3.014 1.777 2.366 0.03 0.02 -0.03 0.3527
H 2.904 4.499 1.535 -0.01 -0.01 0.01 0.3534
H 1.221 6.290 1.640 0.00 0.00 0.00 0.3780
H -0.927 6.028 0.469 0.00 0.00 0.00 0.4149
H -2.337 4.980 -0.684 -0.02 -0.01 0.03 0.7106
H -1.377 3.275 -2.999 -0.07 0.10 0.03 0.3541
H -0.841 4.946 -2.749 0.00 0.01 0.00 0.3758
H -2.553 4.582 -2.988 0.00 0.00 -0.01 0.4418
H -2.395 1.961 -1.064 -0.01 0.05 0.04 0.1474
H -3.733 3.081 -1.306 0.00 0.01 0.00 0.6113
H -3.073 2.854 0.313 -0.01 0.00 -0.01 0.2760
H -0.056 -0.176 -3.521 0.03 0.00 0.02 0.7694
H 0.490 2.410 -2.920 0.06 -0.08 0.02 0.9274
H 0.530 -4.921 -1.297 -0.01 0.01 -0.01 0.3660
H -1.765 -5.442 -2.000 0.00 0.00 0.00 0.3764
H -3.374 -3.627 -2.402 0.00 0.00 0.01 0.3461
H -2.632 -0.030 -1.792 0.00 -0.03 -0.02 -0.9016
H -3.595 -1.690 -4.158 0.00 0.00 0.00 0.3584
H -2.254 -0.544 -4.197 -0.01 0.00 0.00 0.2989
H -3.899 0.034 -3.909 0.00 0.00 0.00 0.4242
H -4.868 -2.102 -2.024 -0.01 0.01 -0.01 0.4654
H -5.036 -0.388 -1.667 0.00 0.00 0.01 0.3558
H -4.287 -1.480 -0.487 0.01 0.00 0.00 0.2989
H 1.742 -1.505 -0.501 0.00 -0.01 0.02 -1.0381
H 2.531 -3.518 -2.648 -0.01 0.00 0.01 0.3601
H 3.584 -2.285 -1.939 0.00 0.00 -0.01 0.4253
H 2.189 -1.805 -2.918 0.01 0.00 0.00 0.3272
H 2.328 -4.486 -0.262 0.02 0.01 0.01 0.4736
H 1.580 -3.506 1.006 -0.01 -0.01 0.02 0.4136
H 3.220 -3.144 0.451 0.02 0.01 0.02 0.3622
F 3.281 -4.264 6.258 -0.01 -0.01 -0.01 -0.3141
C 3.012 -3.442 5.237 -0.02 0.03 0.02 0.7059
C 3.981 -3.156 4.289 -0.03 0.01 -0.03 0.2311
F 5.191 -3.711 4.396 -0.01 0.00 0.00 -0.3101
C 3.706 -2.302 3.238 0.01 -0.01 0.02 0.1313
F 4.674 -2.043 2.347 -0.04 -0.01 0.00 -0.3805
C 2.451 -1.693 3.078 0.04 -0.07 0.01 -0.0131
O 2.225 -0.882 2.077 0.11 0.11 -0.22 -0.7784
C 1.509 -1.999 4.062 0.06 -0.09 0.08 0.1003
F 0.289 -1.417 3.980 -0.06 0.06 0.00 -0.2731
C 1.767 -2.852 5.118 0.02 0.00 0.00 -0.1457
F 0.819 -3.098 6.027 0.00 -0.01 0.00 -0.3114
```
Positions in Å, forces in eV/Å.